A.
The following is a DFT calculation (ωB97M-V/def2-TZVPD) of a gas-phase ion, C7H12 (charge +1).

Atoms and positions in Å:
C1 0.0742 -0.4147 2.2983
C2 -0.2836 -0.7594 0.8353
C3 0.6560 -0.1541 -0.1513
C4 0.2314 -0.1313 -1.4593
C5 -1.1469 -0.2906 -1.9665
C6 -1.8947 0.8149 -1.8870
C7 1.9432 0.4397 0.2279
H1 -0.8339 -0.1659 2.8685
H2 0.7493 0.4190 2.4281
H3 0.4835 -1.2691 2.8148
H4 -0.3197 -1.8561 0.7933
H5 -1.2967 -0.3996 0.6316
H6 0.8375 0.2118 -2.2970
H7 -1.5969 -1.2244 -2.2713
H8 -2.8978 0.9331 -2.2721
H9 -1.5321 1.6816 -1.3263
H10 2.5873 0.6601 -0.6358
H11 2.5995 0.0127 0.9630
H12 1.6403 1.4923 0.4055

Results
2S+1: 2
⟨S²⟩: 0.7524
gap between HOMO and LUMO (spin up / spin down): 0.38002 / 0.24089 Eh
charge: +1
LUMO level (spin up / spin down): -4.315 / -8.085 eV
HOMO energy (spin up / spin down): -14.66 / -14.64 eV



B.
The following is a DFT calculation (ωB97M-V/def2-TZVPD) of a gas-phase ion, C7H12 (charge +1).

Atoms and positions in Å:
C1 -1.0799 0.2993 2.0403
C2 0.1047 0.9118 1.3338
C3 0.8845 1.7994 1.9389
C4 0.0697 0.8940 -0.2165
C5 -0.3042 -0.4043 -0.7525
C6 0.4413 -0.9753 -1.7999
C7 0.0937 -2.1908 -2.4822
H1 -2.0182 0.7048 1.6467
H2 -1.1109 0.6589 3.0710
H3 -1.0687 -0.7916 2.0675
H4 0.8716 1.8399 3.0185
H5 1.5485 2.4463 1.3782
H6 -0.6886 1.6524 -0.4485
H7 1.0548 1.2067 -0.5576
H8 -1.1409 -0.9327 -0.3128
H9 1.3021 -0.4001 -2.1157
H10 -0.9018 -2.5555 -2.2312
H11 0.2786 -2.1272 -3.5496
H12 0.7791 -2.9359 -2.0315

Results
2S+1: 2
⟨S²⟩: 0.7530
gap between HOMO and LUMO (spin up / spin down): 0.33625 / 0.19352 Eh
charge: +1
LUMO level (spin up / spin down): -4.435 / -8.234 eV
HOMO energy (spin up / spin down): -13.58 / -13.50 eV



Most stable: B (next structure +0.0122 hartree)



A.
The following is a DFT calculation (ωB97M-V/def2-TZVPD) of 2 unconnected molecules or ions with the total composition C2H4O4S2.

Atoms and positions in Å:
C1 0.8228 -0.3024 1.4155
C2 -1.5278 -0.2296 -0.4617
O1 1.0465 1.9188 -0.1870
O2 3.1557 0.8178 0.2185
O3 1.0637 -0.5473 -0.9613
O4 -0.2798 -2.3210 -0.0838
S1 1.7425 0.7342 0.2068
S2 -0.0415 -0.9324 0.1044
H1 -0.6965 1.2696 1.4661
H2 -1.7249 -0.7160 -1.4341
H3 -2.2234 -0.4868 0.2994
H4 -1.3373 0.7951 -0.5827

Results
gap between HOMO and LUMO (spin up / spin down): 0.32688 / 0.30035 Eh
charge: 0
LUMO level (spin up / spin down): -1.661 / -2.328 eV
HOMO energy (spin up / spin down): -10.56 / -10.50 eV



B.
The following is a DFT calculation (ωB97M-V/def2-TZVPD) of C2H4O4S2 in the gas phase.

Atoms and positions in Å:
C1 0.9296 -0.6267 -1.1049
C2 -1.5325 0.6981 0.2139
O1 0.1329 -1.5052 1.3288
O2 2.5225 -1.5329 1.0742
O3 0.9778 0.6389 0.7180
O4 0.2336 1.9493 -1.3912
S1 1.2610 -0.9958 0.6648
S2 0.0728 0.7250 -0.6675
H1 0.5584 -1.3472 -1.8415
H2 -1.9625 1.5650 -0.2268
H3 -1.9409 -0.3121 -0.0245
H4 -1.2527 0.7434 1.2568

Results
gap between HOMO and LUMO: 0.34999 Eh
charge: 0
LUMO level: -0.178 eV
HOMO energy: -9.70 eV



Most stable: B (next structure +0.1506 hartree)



A.
The following is a DFT calculation (ωB97M-V/def2-TZVPD) of C3H4FNS in the gas phase.

Atoms and positions in Å:
C1 -0.7313 -0.8426 -0.0938
C2 -0.6373 -0.2448 -1.2849
C3 0.9992 0.5446 0.3741
N1 0.0266 -0.3357 0.9310
F1 -0.8881 0.4732 1.9309
S1 0.5933 0.9429 -1.4081
H1 -1.3689 -1.5614 0.3277
H2 -1.1771 -0.4831 -2.0903
H3 1.0653 1.3236 1.0408
H4 2.1183 0.1833 0.2724

Results
SMILES string: FN1C=CSC1
gap between HOMO and LUMO: 0.31842 Eh
charge: 0
LUMO level: 0.069 eV
HOMO energy: -8.60 eV



B.
The following is a DFT calculation (ωB97M-V/def2-TZVPD) of C3H4FNS in the gas phase.

Atoms and positions in Å:
C1 0.5092 0.8827 0.6494
C2 -0.3931 1.7572 0.4095
C3 0.6500 -0.5614 -0.0446
N1 -0.5196 -1.0144 -0.6305
F1 -1.3792 1.8092 -0.4721
S1 -1.8144 -1.4827 0.2547
H1 1.2627 1.0327 1.4016
H2 1.4629 -0.4752 -0.7698
H3 0.9258 -1.2131 0.7861
H4 -0.7044 -0.7350 -1.5843

Results
gap between HOMO and LUMO (spin up / spin down): 0.29406 / 0.28545 Eh
charge: 0
LUMO level (spin up / spin down): -0.911 / -0.662 eV
HOMO energy (spin up / spin down): -8.91 / -8.43 eV



Most stable: A (next structure +0.0309 hartree)



A.
The following is a DFT calculation (ωB97M-V/def2-TZVPD) of 2 unconnected molecules or ions with the total composition CHN4O2.

Atoms and positions in Å:
C1 2.0090 1.2791 -0.1587
N1 2.3769 -1.4425 0.0156
N2 1.8572 -2.0587 0.8438
N3 2.5054 0.5454 -0.9195
N4 2.8293 -0.8175 -0.9393
O1 -6.1552 0.1843 0.2674
O2 1.6452 2.1142 0.6170
H1 -7.0678 0.1956 0.2737

Results
gap between HOMO and LUMO: 0.11264 Eh
charge: -1
LUMO level: 1.316 eV
HOMO energy: -1.75 eV



B.
The following is a DFT calculation (ωB97M-V/def2-TZVPD) of 2 unconnected molecules or ions with the total composition CHN4O2.

Atoms and positions in Å:
C1 -0.0670 -0.1072 0.2838
N1 1.7693 -1.6237 0.4307
N2 0.9577 -2.4345 0.4217
N3 1.0657 0.3822 0.2309
N4 2.1782 -0.4766 0.4681
O1 -2.3169 2.2975 -0.5952
O2 -1.1956 -0.3338 0.3736
H1 -2.3916 2.2961 -1.6136

Results
gap between HOMO and LUMO: 0.15022 Eh
charge: -1
LUMO level: 1.934 eV
HOMO energy: -2.15 eV



Most stable: A (next structure +0.0042 hartree)



A.
The following is a DFT calculation (ωB97M-V/def2-TZVPD) of a molecular structure, C5H7N2.

Atoms and positions in Å:
C1 0.0471 1.2622 -0.5790
C2 -0.0068 -0.4376 0.4605
C3 0.8153 0.7620 0.4052
C4 1.9687 1.2801 1.1444
C5 -1.8403 -1.3966 -1.0738
N1 -0.9539 0.7863 -1.1701
N2 -1.1305 -0.3325 -0.4992
H1 0.1467 -1.0903 1.2289
H2 1.8854 1.4803 2.2093
H3 2.2474 2.1658 0.5760
H4 2.8071 0.6176 0.9593
H5 -2.9308 -1.2775 -0.9982
H6 -1.6678 -1.5614 -2.1699
H7 -1.3877 -2.2582 -0.4935

Results
2S+1: 3
⟨S²⟩: 2.0204
gap between HOMO and LUMO (spin up / spin down): 0.35335 / 0.24545 Eh
charge: +1
LUMO level (spin up / spin down): -4.890 / -8.618 eV
HOMO energy (spin up / spin down): -14.51 / -15.30 eV



B.
The following is a DFT calculation (ωB97M-V/def2-TZVPD) of a gas-phase ion, C5H7N2 (charge +1).

Atoms and positions in Å:
C1 1.2254 0.8945 -0.2090
C2 1.9203 -1.0320 0.2022
C3 0.6156 -1.0877 0.3254
C4 -0.6642 -1.5830 0.0751
C5 -1.1052 1.9586 -0.0506
N1 2.3012 0.2097 -0.1788
N2 0.1412 1.2669 -0.1038
H1 2.8273 -1.6012 0.1640
H2 -0.5481 -2.7194 0.0467
H3 -1.0323 -1.1976 -0.9737
H4 -1.4226 -1.4090 0.8538
H5 -1.4206 1.9444 1.0806
H6 -1.0117 2.9550 -0.5069
H7 -1.8264 1.4007 -0.7249

Results
2S+1: 3
⟨S²⟩: 2.0199
gap between HOMO and LUMO (spin up / spin down): 0.34539 / 0.33836 Eh
charge: +1
LUMO level (spin up / spin down): -3.847 / -6.963 eV
HOMO energy (spin up / spin down): -13.25 / -16.17 eV



Most stable: B (next structure +0.0059 hartree)



A.
The following is a DFT calculation (ωB97M-V/def2-TZVPD) of a molecular structure, C13H30GeN5O7SW.

Atoms and positions in Å:
W1 0.8169 0.3015 -0.6653
C1 -1.0357 -2.7380 -1.1280
C2 -0.7451 -2.2668 0.2821
C3 -1.9505 -2.5004 1.1728
C4 0.5141 -2.8704 0.8639
O1 -0.5186 -0.7548 0.2398
Ge1 -1.6152 0.3665 1.8326
O2 -2.8025 0.7760 0.6466
C5 -4.0003 1.6376 0.7720
C6 -3.7954 2.8017 -0.1765
C7 -5.1752 0.7740 0.3579
C8 -4.1149 2.1050 2.2129
O3 2.2390 0.1817 0.3758
C9 3.3809 0.6226 1.3172
C10 3.8755 1.9313 0.7488
C11 2.7172 0.7518 2.6671
C12 4.3787 -0.5067 1.2260
H1 -1.4018 -3.7639 -1.0869
H2 -0.1426 -2.7408 -1.7482
H3 -1.8051 -2.1224 -1.5947
H4 -2.1970 -3.5624 1.1469
H5 -2.8278 -1.9579 0.8164
H6 -1.7476 -2.2659 2.2225
H7 0.3932 -3.9508 0.9466
H8 0.7186 -2.4747 1.8601
H9 1.3789 -2.6778 0.2237
H10 -3.6369 2.4437 -1.1933
H11 -2.9380 3.4073 0.1219
H12 -4.6793 3.4390 -0.1673
H13 -5.0390 0.4009 -0.6564
H14 -6.0918 1.3633 0.3871
H15 -5.2935 -0.0749 1.0329
H16 -3.2444 2.7015 2.5045
H17 -4.2194 1.2560 2.8958
H18 -4.9948 2.7345 2.3416
H19 3.0968 2.6922 0.7724
H20 4.2399 1.8111 -0.2705
H21 4.7069 2.2775 1.3642
H22 1.9453 1.5215 2.6511
H23 3.4736 1.0509 3.3937
H24 2.2969 -0.1988 2.9955
H25 4.7627 -0.6150 0.2124
H26 3.9461 -1.4480 1.5634
H27 5.2199 -0.2703 1.8790
O4 1.4359 2.1596 -1.5771
S1 0.0477 2.5495 -1.0917
O5 -0.4077 3.8636 -1.2249
O6 -0.7367 1.3868 -1.6842
O7 0.1487 1.9586 0.3623
N1 3.9578 -2.0472 -3.4132
N2 2.7195 -1.4576 -3.3799
N3 2.1376 -0.9169 -4.4362
C13 1.0492 -0.3785 -3.9335
N4 0.9572 -0.6566 -2.6227
N5 2.0503 -1.3258 -2.2802
H28 3.8691 -3.0474 -3.2574
H29 4.3637 -1.8550 -4.3246
H30 0.3192 0.1789 -4.4968

Results
2S+1: 2
⟨S²⟩: 0.7547
gap between HOMO and LUMO (spin up / spin down): 0.30043 / 0.30101 Eh
charge: +2
LUMO level (spin up / spin down): -7.591 / -7.953 eV
HOMO energy (spin up / spin down): -15.77 / -16.14 eV



B.
The following is a DFT calculation (ωB97M-V/def2-TZVPD) of a molecular structure, C13H30GeN5O7SW.

Atoms and positions in Å:
W1 -0.2288 -0.7082 -0.2075
C1 -1.6609 1.6809 -2.8318
C2 -0.8023 2.1310 -1.6497
C3 0.1757 3.2206 -2.0887
C4 -1.6491 2.5634 -0.4539
O1 -0.0044 0.9879 -1.1946
Ge1 1.1009 1.2667 0.4355
O2 2.1705 0.1217 -0.5800
C5 3.5758 0.0363 -0.6722
C6 4.0565 -1.0813 0.2999
C7 3.9246 -0.4151 -2.0932
C8 4.2251 1.3482 -0.2611
O3 -1.2711 -0.1835 1.2457
C9 -1.4947 -0.2408 2.6346
C10 -1.6408 -1.7159 3.0625
C11 -0.3751 0.4525 3.4038
C12 -2.8427 0.4730 2.9361
H1 -1.9463 2.5517 -3.4179
H2 -2.5649 1.1770 -2.4916
H3 -1.0919 1.0041 -3.4705
H4 -0.3564 4.1422 -2.3037
H5 0.7045 2.8974 -2.9829
H6 0.9013 3.3963 -1.2819
H7 -2.4364 3.2479 -0.7659
H8 -1.0163 3.0865 0.2767
H9 -2.1049 1.6606 -0.0107
H10 3.6610 -2.0444 -0.0172
H11 3.6755 -0.8459 1.2933
H12 5.1419 -1.1108 0.3171
H13 3.2896 -1.2548 -2.3756
H14 4.9667 -0.7162 -2.1653
H15 3.7395 0.4120 -2.7825
H16 3.9791 1.5786 0.7818
H17 3.8337 2.1609 -0.8774
H18 5.3044 1.2973 -0.3681
H19 -0.7300 -2.2533 2.7772
H20 -2.4912 -2.1808 2.5669
H21 -1.7809 -1.7848 4.1387
H22 0.5880 0.0074 3.1412
H23 -0.5375 0.3409 4.4722
H24 -0.3417 1.5205 3.1714
H25 -3.6612 -0.0121 2.4112
H26 -2.7714 1.5078 2.6055
H27 -3.0361 0.4492 4.0046
O4 -0.5910 -2.6300 0.4189
S1 0.9063 -2.6325 0.4048
O5 1.6399 -3.7576 0.7763
O6 1.0797 -2.0646 -0.9653
O7 1.0850 -1.3648 1.2002
N1 -4.0516 -1.5471 -0.1067
N2 -2.8327 -1.8013 -0.6621
N3 -2.5439 -2.9077 -1.3616
C13 -1.5126 -2.6003 -2.0765
N4 -1.1328 -1.2977 -1.9577
N5 -2.0393 -0.7262 -1.0798
H28 -4.7198 -1.1443 -0.7691
H29 -4.4251 -2.4039 0.2957
H30 -1.0396 -3.2923 -2.7504

Results
2S+1: 2
⟨S²⟩: 0.7650
gap between HOMO and LUMO (spin up / spin down): 0.21328 / 0.21739 Eh
charge: +2
LUMO level (spin up / spin down): -10.109 / -10.024 eV
HOMO energy (spin up / spin down): -15.91 / -15.94 eV



Most stable: A (next structure +0.1934 hartree)